14
Properties=species:S:1:pos:R:3 method="wB97M-V/def2-TZVPD" total_energy_ha=-249.61601 de_lowest_kj_mol=256.5
H -1.443 1.797 -0.208
N -1.496 0.909 0.280
C -1.110 -0.111 -0.319
C -1.149 -1.489 0.229
H -0.742 -0.080 -1.561
H -1.091 -1.448 1.315
H -0.297 -2.056 -0.142
H -2.055 -2.003 -0.088
C 1.737 0.900 0.376
O 1.299 -0.139 -0.470
H 2.525 0.480 1.003
H 0.963 1.265 1.057
H 2.135 1.766 -0.167
H 0.723 0.209 -1.306